The following is a DFT calculation (ωB97M-V with the def2-TZVPD basis set) of C50H35AuF5NO4P2Te as an isolated structure.

Cartesian coordinates (Å):
Au (0.4708, -1.6002, -1.4759)
Te (3.3180, 2.9124, -1.3223)
C (3.8548, 3.1659, 0.7010)
C (5.1047, 3.6818, 1.0186)
C (5.4499, 3.8118, 2.3562)
N (4.6563, 3.4651, 3.3664)
C (3.4620, 2.9719, 3.0474)
C (3.0138, 2.8075, 1.7454)
C (1.8327, 1.4861, -0.8773)
P (2.2185, -0.2473, -1.1882)
C (3.2021, -0.2649, -2.7170)
C (4.3853, -0.9826, -2.8335)
C (5.0569, -1.0192, -4.0493)
C (4.5462, -0.3497, -5.1496)
C (3.3505, 0.3509, -5.0415)
C (2.6788, 0.3884, -3.8324)
C (3.3210, -0.7551, 0.1590)
C (2.8621, -1.7050, 1.0698)
C (3.6451, -2.0605, 2.1603)
C (4.8848, -1.4684, 2.3457)
C (5.3543, -0.5312, 1.4332)
C (4.5802, -0.1796, 0.3406)
P (0.1270, 1.9019, -0.9002)
C (-0.0270, 3.7121, -0.9538)
C (0.3444, 4.5396, 0.1074)
C (0.2412, 5.9130, -0.0131)
C (-0.2433, 6.4754, -1.1906)
C (-0.6231, 5.6616, -2.2443)
C (-0.5151, 4.2807, -2.1246)
C (-0.5927, 1.5222, 0.7415)
C (-0.0574, 0.4117, 1.6137)
C (-0.3503, 0.6471, 3.0639)
C (-1.4556, 1.2814, 3.4234)
C (-2.3770, 1.9050, 2.4207)
C (-1.6804, 2.1858, 1.1260)
H (5.8137, 3.9660, 0.2504)
H (6.4224, 4.2090, 2.6270)
H (2.8227, 2.6901, 3.8778)
H (2.0353, 2.3816, 1.5606)
H (4.7882, -1.5147, -1.9816)
H (5.9811, -1.5760, -4.1332)
H (5.0731, -0.3788, -6.0942)
H (2.9392, 0.8609, -5.9028)
H (1.7369, 0.9216, -3.7537)
H (1.8889, -2.1614, 0.9287)
H (3.2828, -2.8023, 2.8598)
H (5.4923, -1.7405, 3.1992)
H (6.3230, -0.0699, 1.5761)
H (4.9567, 0.5391, -0.3761)
H (0.7176, 4.1068, 1.0274)
H (0.5391, 6.5496, 0.8100)
H (-0.3254, 7.5508, -1.2807)
H (-1.0053, 6.0962, -3.1586)
H (-0.8103, 3.6416, -2.9487)
H (1.0097, 0.2674, 1.4513)
H (0.3034, 0.1850, 3.7926)
H (-1.7228, 1.3706, 4.4703)
H (-2.7377, 2.8487, 2.8336)
H (-2.1243, 2.9419, 0.4875)
O (-2.4091, -0.8696, -0.7833)
C (-2.9867, -0.9481, 0.5085)
C (-1.8953, -1.1559, 1.5817)
O (-2.1505, -1.5471, 2.6830)
O (-0.6247, -0.8670, 1.1863)
C (-3.9551, -2.1339, 0.5704)
C (-5.3204, -1.9824, 0.3669)
C (-6.1512, -3.0951, 0.3206)
C (-5.6249, -4.3679, 0.4686)
C (-4.2599, -4.5267, 0.6683)
C (-3.4349, -3.4169, 0.7253)
C (-3.6812, 0.3915, 0.7723)
C (-4.2541, 1.0430, -0.2822)
C (-5.0810, 2.1645, -0.0983)
C (-5.4530, 2.5534, 1.2133)
C (-4.8805, 1.9604, 2.2858)
C (-3.7231, 1.0227, 2.1419)
H (-2.3726, -1.7583, -1.1753)
H (-5.7429, -0.9946, 0.2427)
H (-7.2142, -2.9619, 0.1656)
H (-6.2729, -5.2337, 0.4277)
H (-3.8357, -5.5162, 0.7837)
H (-2.3748, -3.5555, 0.8910)
H (-4.1061, 0.6461, -1.2776)
H (-5.5084, 2.6649, -0.9562)
H (-6.2242, 3.3006, 1.3526)
H (-5.1802, 2.2276, 3.2924)
H (-3.7417, 0.2630, 2.9244)
F (-0.5341, -8.4230, -1.3467)
C (-0.6357, -7.0950, -1.4791)
C (-0.0673, -6.2487, -0.5467)
F (0.5848, -6.7554, 0.5055)
C (-0.1798, -4.8788, -0.6939)
F (0.3767, -4.0917, 0.2511)
C (-0.8506, -4.2815, -1.7673)
O (-0.9981, -2.9828, -1.9209)
C (-1.4179, -5.1730, -2.6886)
F (-2.0815, -4.6837, -3.7423)
C (-1.3128, -6.5439, -2.5535)
F (-1.8638, -7.3481, -3.4674)

The maximum force comes out at 0.585 eV/A. The energy comes out at -3867.6590 Eh. Its spin multiplicity is 3. As for the gap between HOMO and LUMO (alpha / beta): 7.275 / 6.038 eV. The charge is 0.

The following is a DFT calculation (ωB97M-V with the def2-TZVPD basis set) of a 12-piece molecular cluster, C50H70N12 overall.

Cartesian coordinates (Å):
C (-1.0720, 0.8187, 0.2869)
C (-0.8880, -0.5249, -0.0890)
C (-1.2251, -1.2851, 1.0172)
N (-1.5234, -0.4456, 2.0313)
C (-1.4275, 0.8522, 1.6249)
H (-0.8468, 1.6899, -0.3080)
H (-0.4889, -0.8754, -1.0267)
H (-1.1379, -2.3490, 1.1072)
H (-1.8332, -0.7140, 2.9561)
H (-1.7015, 1.6622, 2.2760)
C (2.5113, 2.8074, 1.7962)
C (3.4254, 3.0964, 2.8508)
C (2.6533, 3.2504, 3.9789)
N (1.3529, 3.0856, 3.6578)
C (1.2458, 2.7491, 2.3279)
H (2.8353, 2.5654, 0.7976)
H (4.4989, 3.1759, 2.8686)
H (2.9687, 3.4633, 4.9888)
H (0.5760, 3.1604, 4.2997)
H (0.3006, 2.5084, 1.8763)
C (-5.4252, -3.4188, -0.2097)
C (-4.1326, -3.1226, 0.3191)
C (-3.3952, -4.2735, 0.3508)
N (-4.1498, -5.2498, -0.2465)
C (-5.3588, -4.7294, -0.6031)
H (-6.1961, -2.6728, -0.2676)
H (-3.8932, -2.1253, 0.6516)
H (-2.4089, -4.4176, 0.7539)
H (-3.9411, -6.2112, -0.4254)
H (-6.1244, -5.4142, -0.9398)
C (1.1351, -4.4802, -0.5906)
C (2.5331, -4.5794, -0.4235)
C (3.0538, -4.9445, -1.6420)
N (2.0273, -5.0147, -2.5368)
C (0.8522, -4.6711, -1.9171)
H (0.3778, -4.1937, 0.1157)
H (3.0484, -4.3577, 0.4973)
H (4.0285, -5.3009, -1.9283)
H (2.0745, -5.2664, -3.5040)
H (-0.0843, -4.6104, -2.4409)
C (1.7510, -1.4977, -5.9878)
C (1.2577, -2.3556, -5.0047)
C (1.6050, -1.8390, -3.7674)
N (2.3216, -0.7106, -4.0009)
C (2.4000, -0.4436, -5.3319)
H (1.5497, -1.5039, -7.0475)
H (0.7015, -3.2692, -5.1507)
H (1.4084, -2.1929, -2.7693)
H (2.8549, -0.1874, -3.2776)
H (3.0205, 0.3608, -5.6837)
C (-3.6553, 5.8001, 1.5119)
C (-4.0302, 4.4644, 1.8078)
C (-3.4319, 3.6679, 0.8628)
N (-2.8066, 4.4723, -0.0418)
C (-2.9059, 5.7742, 0.3593)
H (-3.9036, 6.6647, 2.1081)
H (-4.6424, 4.1380, 2.6312)
H (-3.3780, 2.5940, 0.7948)
H (-2.2676, 4.1460, -0.8377)
H (-2.4325, 6.5617, -0.2007)
C (-1.3698, 3.4239, -2.7893)
C (-2.1906, 4.4829, -3.2952)
C (-3.4587, 3.9735, -3.4299)
N (-3.4501, 2.7037, -2.9274)
C (-2.1846, 2.3397, -2.5856)
H (-0.2952, 3.4664, -2.7527)
H (-1.8103, 5.4673, -3.5072)
H (-4.3591, 4.4530, -3.7720)
H (-4.2520, 2.1021, -2.8997)
H (-1.9686, 1.3409, -2.2490)
C (4.0481, -2.0870, 3.3907)
C (2.7434, -2.5203, 3.0055)
C (2.0804, -1.4403, 2.4726)
N (2.9058, -0.3650, 2.5605)
C (4.0950, -0.7424, 3.1048)
H (4.8278, -2.6615, 3.8551)
H (2.3680, -3.5302, 3.0869)
H (1.1105, -1.3637, 2.0055)
H (2.6932, 0.5712, 2.2429)
H (4.8537, 0.0031, 3.2841)
C (-1.0780, 2.5095, 6.0302)
C (-1.7896, 2.2216, 4.8448)
C (-1.9829, 3.3958, 4.1580)
N (-1.3900, 4.3815, 4.8879)
C (-0.8075, 3.8675, 6.0130)
H (-0.8369, 1.8176, 6.8185)
H (-2.1374, 1.2499, 4.5331)
H (-2.5302, 3.5875, 3.2492)
H (-1.2951, 5.3372, 4.5979)
H (-0.3271, 4.5663, 6.6774)
C (-3.1837, -2.7045, -2.9739)
C (-2.4775, -1.7337, -3.7423)
C (-3.2680, -1.4352, -4.8293)
N (-4.4307, -2.1483, -4.7155)
C (-4.3784, -2.9269, -3.5904)
H (-2.7789, -3.2866, -2.1667)
H (-1.4639, -1.3941, -3.6117)
H (-3.1295, -0.7833, -5.6753)
H (-5.1469, -2.2229, -5.4090)
H (-5.2095, -3.5665, -3.3511)
C (-2.6140, -1.6789, 5.0800)
C (-1.3071, -1.3307, 5.5465)
C (-0.3942, -2.0423, 4.8197)
N (-1.0934, -2.9083, 3.9926)
C (-2.4218, -2.6812, 4.1754)
H (-3.5289, -1.2143, 5.4017)
H (-1.1079, -0.4367, 6.1178)
H (0.6787, -1.9741, 4.8133)
H (-0.7177, -3.5981, 3.3740)
H (-3.2029, -3.2527, 3.6928)
C (2.1367, 2.3756, -2.3033)
C (3.6001, 2.1227, -1.9512)
N (3.9710, 0.7030, -1.9520)
C (3.6328, 0.0609, -0.6883)
C (3.9019, -1.4329, -0.7084)
C (5.3782, 0.5287, -2.3223)
C (5.6892, 0.9015, -3.7558)
H (1.4219, 1.8001, -1.7035)
H (1.9254, 2.1472, -3.3480)
H (1.8474, 3.4013, -2.0563)
H (4.2062, 2.6971, -2.6495)
H (3.7821, 2.5633, -0.9584)
H (4.1454, 0.5315, 0.1632)
H (2.5664, 0.2096, -0.4945)
H (3.3274, -2.0353, -1.4098)
H (4.9525, -1.6943, -0.8530)
H (3.6792, -1.8719, 0.2677)
H (5.6630, -0.5053, -2.1360)
H (6.0367, 1.0701, -1.6199)
H (5.2249, 0.1854, -4.4341)
H (6.7684, 0.8062, -3.9074)
H (5.4460, 1.9222, -4.0440)

The maximum force comes out at 1.702 eV/A. The energy comes out at -2604.2190 Eh. Its spin multiplicity is 1. As for the gap between HOMO and LUMO: 8.368 eV. The charge is 0. The value obtained for the relative energy (zero: lowest compared OMol25 entry of this formula, charge and spin) is 0.0 kcal/mol.

The following is a DFT calculation (ωB97M-V with the def2-TZVPD basis set) of C14H25N7PdS as an isolated structure.

Cartesian coordinates (Å):
Pd (-1.5558, 0.0675, -0.2414)
C (-3.8952, 3.6825, -0.3269)
C (-2.8235, 2.6484, -0.2448)
N (-3.0569, 1.3837, -0.2732)
N (-4.3651, 0.9825, -0.3494)
C (-4.5145, -0.2962, -0.4844)
N (-5.7418, -0.8125, -0.5952)
S (-3.1732, -1.4300, -0.5468)
C (-1.4118, 3.0487, -0.0961)
C (-1.0753, 4.3914, -0.0078)
C (0.2489, 4.7617, 0.1668)
C (1.2011, 3.7651, 0.2562)
C (0.7857, 2.4484, 0.1572)
N (-0.4782, 2.0741, -0.0236)
H (-4.8645, 3.2191, -0.4559)
H (-3.6990, 4.3488, -1.1688)
H (-3.9071, 4.2851, 0.5831)
H (-6.5395, -0.1993, -0.5694)
H (-5.8917, -1.8031, -0.6560)
H (-1.8440, 5.1460, -0.0702)
H (0.5220, 5.8055, 0.2380)
H (2.2484, 3.9863, 0.4024)
H (1.5222, 1.6614, 0.2396)
N (3.5983, -4.2722, -0.1805)
C (2.7168, -3.0332, -0.2126)
C (3.5348, -1.8196, 0.1968)
C (2.6067, -0.6001, 0.1845)
N (2.0581, -0.5044, -1.1734)
C (1.4908, -0.7902, 1.2256)
C (0.6408, -2.0205, 0.9331)
N (-0.3203, -1.7705, -0.1681)
C (1.5463, -3.2530, 0.7312)
H (4.4048, -4.1695, -0.8015)
H (3.0843, -5.1074, -0.4716)
H (3.9563, -4.4441, 0.7630)
H (2.3897, -2.9401, -1.2468)
H (4.3790, -1.6636, -0.4805)
H (3.9376, -1.9587, 1.2050)
H (3.1935, 0.2782, 0.4755)
H (2.8026, -0.3885, -1.8531)
H (1.4450, 0.2941, -1.2821)
H (0.8524, 0.0936, 1.2799)
H (1.9582, -0.8991, 2.2067)
H (0.0178, -2.2782, 1.7903)
H (-1.0347, -2.4920, -0.1363)
H (0.1494, -1.8284, -1.0692)
H (0.9460, -4.1156, 0.4276)
H (1.9545, -3.4818, 1.7231)

The maximum force comes out at 0.472 eV/A. The energy comes out at -1457.3726 Eh. Its spin multiplicity is 1. As for the gap between HOMO and LUMO: 7.762 eV. The charge is +2. The value obtained for the relative energy (zero: lowest compared OMol25 entry of this formula, charge and spin) is 1.2 kcal/mol.